(1)
{"formula": "C7H6O", "method": "ωB97M-V/def2-TZVPD", "symbols": ["C", "C", "C", "C", "C", "C", "O", "C", "H", "H", "H", "H", "H", "H"], "xyz": [[3.444, -0.467, -0.079], [2.270, -0.262, 0.093], [0.846, -0.060, 0.124], [0.238, 1.308, -0.039], [-0.241, 2.413, -0.032], [-0.001, -1.182, 0.021], [-1.258, -1.440, -0.019], [-2.225, -0.403, -0.066], [4.515, -0.675, -0.282], [-0.909, 3.361, 0.175], [0.582, -2.146, 0.185], [-3.190, -0.825, -0.124], [-1.861, 0.180, -0.905], [-2.210, 0.199, 0.949]], "homo_energy_ev": -8.183, "orbital_gap_ev": 9.02, "smiles": "C#CC(C#C)=COC", "relative_energy_kcal_mol": 101.8}



(2)
{"formula": "C4H12NS", "method": "ωB97M-V/def2-TZVPD", "symbols": ["C", "C", "C", "S", "C", "N", "H", "H", "H", "H", "H", "H", "H", "H", "H", "H", "H", "H"], "xyz": [[-1.313, 0.350, 0.498], [-0.398, 0.563, -0.718], [0.470, -0.658, -0.961], [1.455, -1.039, 0.484], [2.555, 0.363, 0.474], [-2.095, -0.979, 0.376], [-0.956, 0.714, 1.481], [-2.071, 1.124, 0.385], [0.029, 1.568, -0.621], [-1.005, 0.714, -1.615], [1.092, -0.435, -1.837], [-0.109, -1.520, -1.246], [2.176, 1.274, 0.944], [2.813, 0.664, -0.547], [3.518, 0.142, 0.934], [-2.898, -0.767, -0.206], [-0.803, -0.719, 0.927], [-2.458, -1.358, 1.247]], "homo_energy_ev": -13.341, "total_charge": 1, "orbital_gap_ev": 8.56, "relative_energy_kcal_mol": 102.5}



(3)
{"formula": "C26H52O37S7", "method": "ωB97M-V/def2-TZVPD", "symbols": ["C", "C", "O", "C", "O", "O", "C", "H", "H", "H", "H", "H", "H", "H", "H", "C", "C", "O", "C", "O", "O", "C", "H", "H", "H", "H", "H", "H", "H", "H", "C", "C", "O", "C", "O", "O", "C", "H", "H", "H", "H", "H", "H", "H", "H", "C", "C", "O", "S", "O", "O", "O", "H", "H", "H", "H", "C", "C", "O", "S", "O", "O", "O", "H", "H", "H", "H", "C", "C", "O", "S", "O", "O", "O", "H", "H", "H", "H", "C", "C", "O", "S", "O", "O", "O", "H", "H", "H", "H", "C", "C", "O", "S", "O", "O", "O", "H", "H", "H", "H", "C", "C", "O", "S", "O", "O", "O", "H", "H", "H", "H", "C", "C", "O", "S", "O", "O", "O", "H", "H", "H", "H"], "xyz": [[-3.733, -3.342, -0.171], [-4.644, -2.715, -1.190], [-5.350, -1.637, -0.574], [-6.236, -1.002, -1.345], [-6.661, -1.389, -2.396], [-6.508, 0.168, -0.772], [-7.283, 1.084, -1.522], [-2.895, -2.730, 0.171], [-3.241, -4.204, -0.633], [-4.273, -3.713, 0.699], [-5.355, -3.462, -1.556], [-4.108, -2.439, -2.104], [-7.166, 2.062, -1.060], [-8.350, 0.861, -1.480], [-6.952, 1.115, -2.559], [1.573, -8.413, -3.609], [2.075, -7.630, -2.395], [1.076, -6.703, -1.969], [1.481, -5.649, -1.274], [2.627, -5.350, -1.060], [0.413, -4.962, -0.890], [0.654, -3.788, -0.124], [0.840, -7.814, -4.149], [1.173, -9.381, -3.327], [2.407, -8.512, -4.302], [3.003, -7.125, -2.665], [2.326, -8.269, -1.546], [-0.098, -3.044, -0.370], [1.610, -3.335, -0.382], [0.620, -4.014, 0.938], [2.095, 3.589, 0.272], [3.442, 4.246, 0.542], [3.282, 5.131, 1.646], [4.407, 5.597, 2.191], [5.524, 5.259, 1.880], [4.081, 6.507, 3.096], [5.023, 6.740, 4.146], [1.915, 3.322, -0.767], [1.251, 4.182, 0.629], [2.023, 2.666, 0.852], [3.864, 4.676, -0.368], [4.156, 3.469, 0.827], [5.287, 5.809, 4.634], [4.546, 7.445, 4.821], [5.893, 7.270, 3.752], [-2.653, 0.485, -0.577], [-1.442, 0.899, -1.396], [-0.393, 0.130, -0.778], [-0.592, 0.124, 0.805], [0.028, 1.274, 1.346], [-0.274, -1.156, 1.295], [-2.163, 0.383, 0.785], [-3.164, -0.421, -0.886], [-3.374, 1.303, -0.538], [-1.319, 1.974, -1.479], [-1.503, 0.431, -2.376], [1.694, -3.189, 3.797], [2.135, -2.110, 4.764], [0.954, -1.349, 5.000], [-0.358, -2.236, 4.859], [-1.228, -1.618, 3.931], [-0.852, -2.592, 6.137], [0.345, -3.494, 4.176], [2.288, -4.096, 3.872], [1.740, -2.806, 2.777], [2.843, -1.429, 4.292], [2.658, -2.471, 5.652], [3.821, -1.479, -1.271], [2.535, -0.727, -1.457], [2.446, 0.167, -0.341], [3.438, -0.253, 0.838], [2.805, -0.524, 2.073], [4.546, 0.624, 0.829], [3.857, -1.636, 0.158], [4.724, -0.893, -1.474], [3.850, -2.424, -1.802], [1.703, -1.411, -1.270], [2.294, -0.232, -2.392], [-3.662, 0.865, 4.911], [-4.503, 0.931, 3.642], [-5.649, 1.776, 3.907], [-5.600, 2.311, 5.413], [-6.844, 2.138, 6.045], [-4.974, 3.582, 5.393], [-4.592, 1.223, 5.955], [-2.856, 1.597, 4.940], [-3.295, -0.131, 5.127], [-4.946, -0.055, 3.481], [-4.034, 1.239, 2.714], [3.656, 1.613, -4.638], [2.527, 1.422, -5.624], [1.782, 2.621, -5.439], [1.561, 2.777, -3.857], [0.518, 1.911, -3.441], [1.486, 4.147, -3.546], [2.960, 2.114, -3.466], [4.267, 2.456, -4.964], [4.221, 0.731, -4.361], [1.883, 0.586, -5.326], [2.832, 1.248, -6.650], [1.778, 2.271, 4.000], [3.273, 2.191, 3.774], [3.873, 3.234, 4.554], [2.965, 3.557, 5.817], [2.887, 4.956, 5.998], [3.366, 2.722, 6.890], [1.593, 3.046, 5.209], [1.281, 1.316, 4.142], [1.287, 2.844, 3.215], [3.550, 2.132, 2.723], [3.746, 1.284, 4.171], [-4.039, 0.879, -6.924], [-3.385, -0.227, -7.745], [-2.398, -0.790, -6.874], [-1.887, 0.293, -5.821], [-0.608, 0.777, -6.158], [-2.089, -0.224, -4.512], [-2.943, 1.416, -6.151], [-4.750, 0.426, -6.229], [-4.462, 1.701, -7.486], [-2.860, 0.214, -8.596], [-4.118, -0.943, -8.100]], "homo_energy_ev": -10.280, "orbital_gap_ev": 9.99, "relative_energy_kcal_mol": 0.0}



(4)
{"formula": "C7H16O2", "method": "ωB97M-V/def2-TZVPD", "symbols": ["C", "C", "C", "C", "C", "C", "C", "H", "H", "H", "H", "H", "H", "H", "H", "H", "H", "H", "H", "H", "H", "H", "H", "O", "O"], "xyz": [[-2.815, -0.494, 0.030], [-3.335, 0.745, -0.673], [4.537, -0.688, 0.119], [3.060, -0.624, -0.397], [2.374, 0.699, 0.112], [0.911, 0.524, -0.372], [-0.069, 1.423, 0.256], [-1.913, -1.127, 1.436], [-3.662, 0.489, -1.645], [-4.116, 1.252, -0.086], [-2.530, 1.537, -0.663], [5.134, 0.256, -0.171], [4.838, -0.540, 1.158], [5.353, -1.356, -0.359], [2.600, -1.599, 0.035], [2.892, -0.882, -1.486], [2.243, 0.778, 1.142], [2.867, 1.584, -0.320], [0.392, -0.314, -0.029], [0.581, 0.565, -1.392], [0.475, 2.410, 0.451], [-1.073, 1.523, -0.647], [-0.561, 0.991, 1.314], [-2.947, -1.627, -0.351], [-2.240, -0.258, 1.202]], "homo_energy_ev": -10.224, "orbital_gap_ev": 10.95, "relative_energy_kcal_mol": 89.0}



(5)
{"formula": "C5H8O2", "method": "ωB97M-V/def2-TZVPD", "symbols": ["O", "C", "C", "C", "O", "C", "H", "H", "H", "H", "C", "H", "H", "H", "H"], "xyz": [[-1.721, -0.952, 0.933], [-0.929, -0.064, 0.808], [0.468, 0.213, 1.421], [0.275, 1.648, 0.925], [0.198, 1.567, -0.484], [-1.009, 1.352, 0.253], [0.438, 0.075, 2.506], [1.325, -0.311, 0.990], [0.590, 2.582, 1.376], [-1.867, 1.971, 0.015], [0.445, -1.619, -1.747], [1.535, -1.583, -1.679], [0.054, -2.364, -1.050], [0.153, -1.878, -2.768], [0.046, -0.636, -1.501]], "homo_energy_ev": -9.749, "orbital_gap_ev": 10.69, "smiles": "O=C1C[C@H]2O[C@@H]12.C", "relative_energy_kcal_mol": 62.2}



(6)
{"formula": "C21H25ClMnN5O4S", "method": "ωB97M-V/def2-TZVPD", "symbols": ["Mn", "N", "C", "C", "O", "N", "C", "C", "O", "O", "H", "H", "H", "H", "H", "H", "C", "C", "N", "C", "C", "C", "S", "N", "C", "O", "C", "C", "C", "C", "C", "C", "H", "H", "H", "H", "H", "H", "H", "H", "H", "H", "H", "H", "H", "H", "H", "Cl", "C", "C", "C", "C", "N", "C", "H", "H", "H", "H"], "xyz": [[0.221, -0.147, 0.416], [-0.442, 0.515, -1.499], [-0.452, 1.993, -1.584], [-0.379, 2.596, -0.195], [-0.535, 3.793, -0.018], [-0.076, 1.692, 0.759], [0.145, 2.127, 2.121], [0.542, 0.920, 2.938], [0.858, 0.985, 4.097], [0.533, -0.239, 2.257], [-0.045, 0.087, -2.328], [-1.385, 0.135, -1.422], [-1.330, 2.377, -2.100], [0.427, 2.330, -2.133], [-0.737, 2.600, 2.556], [0.954, 2.860, 2.178], [-2.805, -5.675, -1.307], [-3.010, -5.175, 0.114], [-3.115, -3.710, 0.224], [-4.467, -3.151, 0.330], [-5.063, -2.764, -1.015], [-2.022, -2.934, 0.204], [-2.213, -1.241, 0.388], [-0.870, -3.670, 0.129], [0.328, -3.163, 0.035], [0.676, -1.936, -0.003], [1.469, -4.133, -0.066], [2.773, -3.668, -0.192], [3.828, -4.565, -0.291], [3.582, -5.931, -0.263], [2.280, -6.400, -0.138], [1.227, -5.503, -0.040], [-2.663, -6.757, -1.303], [-1.919, -5.218, -1.747], [-3.664, -5.454, -1.942], [-2.197, -5.511, 0.751], [-3.938, -5.571, 0.522], [-4.429, -2.287, 0.989], [-5.081, -3.909, 0.815], [-4.471, -1.977, -1.481], [-6.080, -2.392, -0.880], [-5.106, -3.618, -1.692], [2.953, -2.601, -0.211], [4.841, -4.197, -0.390], [4.403, -6.632, -0.338], [2.085, -7.464, -0.115], [0.208, -5.851, 0.060], [4.926, 0.607, -3.185], [4.347, 0.394, -1.569], [5.224, 0.216, -0.516], [4.695, 0.046, 0.751], [3.320, 0.056, 0.919], [2.482, 0.233, -0.108], [2.986, 0.399, -1.327], [6.291, 0.210, -0.691], [5.338, -0.099, 1.608], [2.865, -0.098, 1.888], [2.291, 0.537, -2.147]], "homo_energy_ev": [-8.244, -8.815], "orbital_gap_ev": [8.01, 8.59], "relative_energy_kcal_mol": 0.0, "spin_multiplicity": 5}